{
  "formula": "C66H69N9O27",
  "method": "ωB97M-V/def2-TZVPD",
  "smiles": "O=[N+]([O-])c1ccccc1.O=[N+]([O-])c1ccccc1.O=[N+]([O-])c1ccccc1.O=[N+]([O-])c1ccccc1.O=[N+]([O-])c1ccccc1.O=[N+]([O-])c1ccccc1.O=[N+]([O-])c1ccccc1.O=[N+]([O-])c1ccccc1.O=[N+]([O-])c1ccccc1.CCOC(=O)OC.CCOC(=O)OC.CCOC(=O)OC",
  "homo_lumo_gap_ha": 0.315,
  "homo_energy_ev": -10.0,
  "e_tot_ev": -138229.488,
  "symbols": ["C", "C", "O", "C", "O", "O", "C", "H", "H", "H", "H", "H", "H", "H", "H", "C", "C", "O", "C", "O", "O", "C", "H", "H", "H", "H", "H", "H", "H", "H", "C", "C", "O", "C", "O", "O", "C", "H", "H", "H", "H", "H", "H", "H", "H", "C", "C", "C", "C", "C", "C", "N", "O", "O", "H", "H", "H", "H", "H", "C", "C", "C", "C", "C", "C", "N", "O", "O", "H", "H", "H", "H", "H", "C", "C", "C", "C", "C", "C", "N", "O", "O", "H", "H", "H", "H", "H", "C", "C", "C", "C", "C", "C", "N", "O", "O", "H", "H", "H", "H", "H", "C", "C", "C", "C", "C", "C", "N", "O", "O", "H", "H", "H", "H", "H", "C", "C", "C", "C", "C", "C", "N", "O", "O", "H", "H", "H", "H", "H", "C", "C", "C", "C", "C", "C", "N", "O", "O", "H", "H", "H", "H", "H", "C", "C", "C", "C", "C", "C", "N", "O", "O", "H", "H", "H", "H", "H", "C", "C", "C", "C", "C", "C", "N", "O", "O", "H", "H", "H", "H", "H"],
  "coordinates": [[14.549969, 10.783663, 9.878330], [14.260840, 12.189498, 10.211379], [15.397609, 12.725590, 10.949443], [15.499089, 12.276107, 12.246109], [14.596922, 11.726736, 12.824053], [16.685380, 12.524443, 12.732407], [16.896843, 12.115381, 14.058792], [14.466130, 10.129488, 10.756172], [15.462827, 10.596366, 9.321182], [13.723786, 10.556357, 9.212476], [13.381262, 12.447244, 10.814845], [14.136449, 12.768834, 9.308037], [16.647610, 11.050733, 14.180336], [16.439311, 12.733656, 14.812535], [18.003744, 12.206597, 14.206512], [14.432661, 13.497254, 25.090167], [14.568750, 13.661994, 23.610644], [14.138934, 12.401937, 23.119257], [14.083495, 12.127052, 21.780689], [13.770659, 11.044766, 21.371005], [14.298392, 13.199444, 21.036609], [14.022905, 12.942883, 19.700542], [13.387564, 13.206523, 25.156067], [14.737866, 14.423967, 25.592718], [15.021856, 12.700769, 25.497735], [15.574023, 13.924282, 23.311853], [13.875246, 14.353128, 23.148718], [12.926356, 12.921016, 19.589642], [14.394249, 11.955195, 19.467103], [14.536158, 13.658332, 19.078919], [11.955651, 14.281430, 17.302818], [13.170802, 14.513589, 16.587528], [13.954328, 15.573075, 17.211876], [15.113966, 15.889434, 16.574096], [15.393816, 15.584724, 15.443917], [15.766166, 16.748051, 17.388725], [16.967135, 17.252790, 16.827470], [11.443855, 13.307842, 17.139485], [11.195560, 15.050220, 17.049308], [12.195908, 14.430259, 18.362606], [13.073837, 14.711878, 15.524174], [13.835470, 13.637818, 16.623441], [17.720731, 16.499685, 16.573053], [17.398419, 17.911865, 17.534357], [16.802265, 17.818588, 15.935313], [13.574468, 17.156392, 22.404231], [14.503330, 17.722349, 23.229797], [15.692802, 18.251180, 22.730817], [15.857477, 18.289278, 21.358182], [14.897136, 17.738801, 20.480273], [13.790500, 17.098556, 21.042232], [17.070362, 18.834478, 20.817458], [17.928901, 19.246132, 21.554209], [17.159272, 18.925839, 19.608750], [12.620828, 16.771646, 22.785794], [14.369472, 17.739117, 24.300652], [16.443458, 18.577983, 23.406925], [15.018853, 17.748860, 19.416462], [12.998144, 16.670308, 20.431578], [18.355310, 14.050780, 21.899372], [18.025683, 15.067153, 21.038973], [17.806900, 14.767371, 19.682135], [17.822238, 13.428317, 19.292624], [18.131217, 12.376291, 20.148311], [18.361699, 12.736019, 21.443536], [17.589307, 13.152328, 17.910002], [17.134086, 14.069820, 17.227713], [17.941182, 12.063683, 17.398487], [18.533898, 14.313005, 22.947898], [17.867002, 16.038161, 21.466573], [17.558520, 15.509082, 18.904689], [18.144127, 11.371290, 19.792445], [18.582160, 11.998429, 22.191752], [10.060038, 10.904813, 20.174474], [9.126005, 10.576071, 19.213029], [8.288829, 11.549379, 18.649330], [8.551503, 12.852280, 19.020695], [9.572405, 13.222250, 19.878520], [10.306476, 12.244118, 20.466229], [7.647697, 13.836080, 18.679022], [6.678906, 13.524926, 17.940256], [7.918917, 14.991154, 18.980699], [10.589345, 10.114721, 20.625888], [9.053279, 9.521164, 18.955765], [7.449974, 11.217413, 18.081296], [9.692787, 14.259232, 20.157027], [11.047351, 12.503917, 21.217442], [13.877112, 10.420418, 17.205080], [13.672661, 10.916339, 15.941937], [12.516420, 10.761983, 15.218950], [11.515323, 10.079736, 15.911220], [11.651171, 9.546247, 17.167314], [12.860432, 9.697304, 17.826867], [10.258635, 9.871751, 15.271605], [9.518610, 8.998970, 15.614711], [10.030081, 10.587221, 14.303368], [14.783699, 10.558576, 17.754718], [14.520572, 11.396768, 15.448545], [12.398294, 11.213285, 14.242125], [10.820787, 9.040396, 17.652417], [13.065925, 9.242196, 18.778733], [18.091994, 23.337704, 14.112961], [18.065947, 22.038378, 13.586832], [18.564589, 21.014472, 14.347913], [19.128800, 21.339689, 15.564312], [19.180201, 22.568762, 16.152484], [18.639077, 23.566713, 15.372193], [19.661859, 20.221611, 16.313880], [19.325038, 19.096747, 16.016545], [20.535453, 20.490251, 17.100359], [17.708024, 24.172755, 13.542674], [17.562154, 21.904878, 12.624225], [18.465686, 19.973019, 14.088460], [19.577506, 22.687972, 17.127927], [18.589299, 24.587695, 15.766014], [18.859030, 16.712194, 13.330980], [17.966492, 15.659740, 13.386180], [16.874331, 15.668918, 12.542782], [16.744448, 16.779606, 11.718686], [17.656879, 17.808311, 11.620902], [18.691897, 17.791114, 12.475790], [15.571255, 16.765314, 10.888675], [15.518890, 17.531789, 9.920674], [14.685317, 15.991514, 11.206743], [19.607237, 16.776511, 14.106258], [18.061797, 14.894935, 14.140302], [16.116736, 14.959570, 12.687017], [17.518166, 18.635356, 10.962615], [19.345915, 18.613414, 12.550597], [11.318059, 13.609122, 12.641814], [12.194876, 14.665088, 12.392542], [12.063420, 15.872374, 12.995946], [11.092254, 15.933081, 13.973331], [10.183919, 14.955459, 14.278883], [10.279200, 13.746097, 13.550848], [11.013802, 17.128552, 14.731832], [11.546785, 18.132196, 14.296881], [10.461660, 17.060515, 15.839001], [11.446747, 12.671943, 12.129128], [13.052682, 14.502643, 11.764578], [12.778878, 16.644431, 12.835873], [9.427472, 15.102643, 15.014573], [9.593421, 12.910283, 13.757225], [14.332514, 19.002083, 13.998489], [14.447998, 19.627658, 12.789134], [14.575715, 21.008168, 12.723258], [14.647492, 21.744970, 13.910940], [14.517668, 21.170883, 15.133286], [14.325876, 19.750575, 15.182389], [14.855125, 23.167847, 13.877484], [14.676909, 23.896421, 14.813843], [15.171015, 23.615504, 12.788550], [14.300939, 17.915421, 14.127587], [14.478787, 18.967267, 11.937545], [14.859001, 21.511927, 11.808923], [14.661880, 21.782574, 16.028696], [14.186046, 19.215110, 16.082445], [11.246507, 20.596717, 18.411051], [11.638773, 19.351787, 17.892555], [11.438504, 18.181068, 18.606559], [10.722780, 18.294864, 19.781859], [10.239670, 19.458307, 20.324458], [10.546783, 20.630907, 19.651071], [10.554797, 17.117768, 20.529910], [10.963550, 16.050422, 20.045212], [9.931668, 17.143032, 21.582623], [11.439642, 21.485368, 17.837513], [12.074583, 19.270695, 16.901478], [11.787611, 17.203300, 18.302914], [9.866726, 19.430494, 21.329998], [10.293072, 21.547671, 20.185101]],
  "atomic_forces_ev_per_a": [[-1.459, -1.147, 0.021], [0.745, 1.385, 1.067], [0.726, 0.076, 1.218], [-1.476, 0.183, -1.966], [-0.115, -0.109, 0.379], [0.319, 0.708, -0.740], [2.153, -1.066, 0.829], [0.201, 0.123, -0.294], [0.190, 0.368, 0.153], [-0.156, -0.754, -0.251], [-0.018, -0.907, -0.125], [0.530, 0.460, -0.176], [-0.148, 0.428, 0.061], [-0.565, 0.325, 0.029], [-0.950, -0.068, -0.100], [-0.493, 0.942, -0.212], [0.020, -0.052, -0.465], [0.460, -1.696, -1.765], [-0.531, 0.195, 2.041], [0.122, -0.149, 0.186], [0.674, 0.613, 1.230], [-0.622, -0.658, -1.296], [-0.161, 0.344, 1.032], [-0.602, -0.178, 0.100], [0.482, -0.514, -0.090], [0.384, -0.148, -0.376], [0.041, 0.794, 0.429], [0.496, 0.153, -0.410], [0.026, -0.189, -0.309], [-0.147, 0.549, -0.056], [-2.907, 0.703, 1.546], [3.209, -0.815, -1.754], [0.390, 0.032, -0.226], [-1.541, 0.814, 0.334], [0.279, -0.052, 0.518], [-0.137, -0.969, -0.689], [0.938, -0.139, -0.470], [0.777, 0.409, 0.018], [0.322, -0.311, 0.212], [-0.482, -0.318, -0.072], [-0.219, 0.301, -0.149], [-0.172, -0.045, 0.013], [-0.440, -0.296, 0.189], [0.224, 0.532, 0.855], [-0.458, 0.307, -0.683], [-1.049, -0.424, -0.034], [0.963, 0.316, 0.759], [-0.863, -0.486, -0.376], [-1.235, -1.037, -0.092], [0.124, -0.336, 1.036], [-0.024, 0.769, -0.681], [0.356, 0.935, -1.033], [0.455, -0.063, 1.084], [-0.197, -0.285, -0.579], [0.488, 0.044, 0.042], [-0.173, -0.024, 0.106], [0.539, 0.452, 0.230], [0.241, 0.094, -0.290], [0.585, -0.037, -0.131], [-0.375, 0.017, 0.196], [-0.280, -0.147, -1.004], [-0.538, 0.149, 0.098], [0.533, 0.304, 0.684], [-0.446, 1.005, -0.361], [0.655, -0.279, 1.493], [0.609, -0.730, -2.888], [0.007, -0.860, 0.355], [-0.798, 1.602, 1.441], [-0.017, -0.426, -0.376], [0.226, 0.550, -0.319], [0.160, -0.310, 0.792], [0.030, -0.475, -0.095], [0.080, -0.504, 0.030], [-0.241, 0.885, -0.904], [-0.268, -0.163, -0.118], [1.142, -1.055, 0.952], [0.613, -1.721, 0.831], [-0.301, 0.463, 0.136], [0.838, -0.847, 0.868], [-2.507, 2.431, -3.179], [1.348, 0.523, 1.573], [-0.653, -0.366, 0.068], [0.771, -0.633, 0.637], [-0.458, 0.249, -0.055], [-0.323, 0.344, -0.547], [0.051, -0.104, -0.145], [-0.031, -0.031, -0.108], [-1.090, -0.794, 0.712], [1.826, 0.800, -1.062], [-0.556, -0.095, 0.999], [0.418, 0.185, -0.107], [0.312, -0.324, 0.928], [0.353, 0.272, -0.386], [-0.450, 0.876, -2.203], [-0.721, -1.032, 1.038], [-0.109, 0.233, -0.015], [0.600, 0.112, -0.116], [-0.340, 0.075, 0.078], [-0.074, -0.314, 0.079], [0.208, 0.007, -0.371], [-0.265, 0.016, 0.356], [0.514, -0.455, 0.101], [-0.746, 1.185, -0.448], [-0.243, -0.025, 0.037], [-0.396, -1.205, 0.133], [-0.492, 0.120, -1.209], [-0.436, 1.626, 0.150], [1.028, -0.115, -0.400], [-0.426, -0.618, 0.112], [0.311, -0.103, 0.930], [-0.117, -0.073, 0.019], [0.353, -0.260, 0.329], [0.143, 0.010, -0.160], [0.308, 0.245, 0.577], [0.108, -0.365, -0.141], [0.159, 0.102, 1.022], [0.137, 0.156, -0.119], [0.961, 1.510, 0.578], [-0.135, -1.222, -0.190], [-1.152, 0.086, -0.617], [0.866, -0.882, 1.072], [-0.634, 0.780, -1.287], [-0.036, -0.738, 0.987], [-0.211, 0.316, -0.408], [0.368, -0.069, -0.098], [0.094, -0.139, 0.010], [-0.842, -0.742, -0.328], [-0.324, 0.269, -0.458], [0.817, 0.758, -0.108], [-0.310, 0.190, 0.240], [0.420, -1.252, -0.707], [-0.079, -0.493, 0.673], [-0.386, 0.339, -0.284], [0.164, -1.764, -1.233], [-0.179, 0.361, 0.665], [-0.251, 1.074, 1.920], [-0.212, 0.090, 0.133], [0.405, 0.381, -0.960], [0.072, -0.220, -0.103], [0.000, -0.010, -0.371], [0.135, 0.522, -0.087], [-0.280, 0.143, 0.393], [0.394, 0.552, -0.170], [-0.041, -0.003, 2.196], [0.132, 0.164, -0.548], [0.962, 0.072, -0.029], [-0.434, -0.812, -0.235], [-0.160, -2.208, 1.408], [0.384, 1.549, -1.359], [0.078, 1.203, -2.017], [-0.188, -0.337, 1.602], [0.398, 0.010, -0.678], [-0.120, 0.343, -0.421], [-0.019, 0.450, -0.560], [-0.514, -0.032, -0.116], [-0.344, -0.319, -0.271], [0.107, -0.160, 1.047], [-0.832, -1.141, 0.932], [-0.001, 0.358, -0.212], [-0.293, 0.591, -0.034], [0.546, 0.182, -0.483], [1.085, 0.765, -0.337], [0.390, 0.285, -0.281], [-1.240, -2.954, 0.791], [0.022, 0.816, 0.509], [0.529, 0.234, -0.268], [0.042, 0.271, 0.047], [0.073, 0.220, 0.159], [-0.043, 0.221, -0.256], [-0.502, 0.162, 0.041], [0.055, 0.030, -0.633]]
}